A cluster of 3 separate species, C56H74BF2N3O8 in total in a non-equilibrium geometry. Source: OMol25; level of theory: the ωB97M-V functional and the def2-TZVPD basis.

Geometry as XYZ:
```
144
C56H74BF2N3O8 (the ωB97M-V functional and the def2-TZVPD basis)
C 2.772 3.062 -0.571
C 1.483 2.670 0.308
C 0.473 3.887 0.614
C 0.015 4.021 2.152
N -1.331 3.360 2.434
C -1.024 1.888 2.387
C -0.231 1.119 3.490
F 0.248 1.823 4.643
C 0.036 -0.420 3.240
C -0.467 -1.165 1.936
C -0.112 -2.712 1.743
C 1.255 -3.163 2.508
C 1.737 -4.539 1.777
O 1.013 -3.474 3.924
C 2.205 -3.233 4.714
C 2.301 -4.111 6.045
C 1.267 -4.092 7.224
C 1.455 -4.971 8.525
C 2.699 -5.920 8.724
C 3.720 -5.957 7.533
C 3.538 -5.076 6.232
C -1.261 -0.372 0.855
C -1.542 1.155 1.081
C -2.377 1.929 -0.075
O -3.270 2.752 0.252
C -1.987 1.522 -1.578
C -1.911 2.609 -2.688
C -2.268 4.158 -2.367
C -3.823 4.509 -2.643
O -4.683 4.453 -1.721
F -4.322 4.952 -3.919
C -1.477 2.156 -4.132
B -1.310 3.194 -5.368
O -2.272 4.177 -5.795
O -0.043 3.155 -6.088
C 1.018 3.785 -5.286
C -1.159 0.633 -4.376
C -1.244 -0.465 -3.235
C -0.868 -2.022 -3.518
C -0.417 -2.256 -5.059
C -1.467 -2.758 -6.138
C -1.045 -2.956 -7.625
C 0.422 -2.682 -8.153
C 1.458 -2.178 -7.080
C 1.052 -1.964 -5.565
C -1.675 -0.017 -1.809
C -1.793 -1.012 -0.535
O -2.291 -2.177 -0.609
H 2.457 3.112 -1.670
H 3.503 2.161 -0.495
H 3.355 3.970 -0.195
H 1.789 2.117 1.277
H 0.885 1.895 -0.317
H 1.017 4.875 0.330
H -0.468 3.872 -0.067
H 0.817 3.709 2.912
H -0.172 5.154 2.336
H -1.511 3.617 3.431
H 0.647 -0.972 4.043
H -0.973 -3.335 2.166
H 0.050 -2.975 0.632
H 2.056 -2.346 2.486
H 0.861 -5.269 1.673
H 2.588 -5.062 2.350
H 2.095 -4.315 0.696
H 2.249 -2.114 5.033
H 3.158 -3.396 4.071
H 0.345 -3.417 7.127
H 0.706 -4.940 9.399
H 2.878 -6.548 9.667
H 4.627 -6.659 7.675
H 4.365 -5.198 5.443
H -2.107 4.375 -1.241
H -1.574 4.885 -2.926
H -2.705 3.936 -6.643
H 1.518 4.658 -5.865
H 1.861 2.994 -5.168
H 0.625 4.167 -4.276
H -0.857 0.361 -5.457
H 0.061 -2.324 -2.892
H -1.711 -2.727 -3.190
H -2.526 -2.928 -5.746
H -1.853 -3.307 -8.366
H 0.696 -2.838 -9.263
H 2.520 -1.974 -7.475
H 1.871 -1.565 -4.862
C -6.870 7.958 2.600
C -5.577 8.742 2.968
C -5.472 10.062 2.161
C -4.962 9.909 0.735
C -3.673 9.097 0.715
C -3.840 7.726 1.401
N -4.395 7.842 2.790
O -3.394 8.305 3.594
C -4.749 6.841 0.513
C -2.478 6.983 1.374
C -5.820 9.165 4.446
H -6.684 7.022 2.075
H -7.425 7.651 3.492
H -7.547 8.554 1.983
H -4.791 10.750 2.679
H -6.443 10.568 2.138
H -5.728 9.447 0.105
H -4.774 10.899 0.308
H -3.348 8.965 -0.323
H -2.881 9.674 1.208
H -4.934 5.869 0.982
H -4.276 6.647 -0.455
H -5.710 7.299 0.279
H -1.677 7.554 1.852
H -2.153 6.802 0.345
H -2.550 6.009 1.871
H -5.846 8.296 5.111
H -6.778 9.685 4.542
H -5.055 9.854 4.817
C 6.387 -8.331 -0.936
C 5.013 -8.018 -0.276
C 4.081 -9.258 -0.304
C 3.378 -9.508 -1.630
C 2.690 -8.239 -2.115
C 3.667 -7.049 -2.214
N 4.419 -6.815 -0.938
O 3.552 -6.239 -0.054
C 4.641 -7.314 -3.389
C 2.882 -5.792 -2.673
C 5.374 -7.792 1.221
H 6.559 -7.800 -1.871
H 7.222 -8.018 -0.301
H 6.511 -9.399 -1.135
H 3.304 -9.144 0.461
H 4.642 -10.157 -0.025
H 4.089 -9.879 -2.375
H 2.632 -10.299 -1.503
H 2.226 -8.431 -3.089
H 1.866 -7.996 -1.432
H 5.387 -6.516 -3.471
H 4.101 -7.350 -4.341
H 5.165 -8.267 -3.316
H 2.052 -5.548 -2.006
H 2.445 -5.946 -3.664
H 3.540 -4.919 -2.737
H 5.984 -6.893 1.353
H 5.946 -8.640 1.609
H 4.488 -7.698 1.857
```

## Properties
⟨S²⟩ = 2.0090
HOMO (spin up / spin down) = -8.691 / -8.766 eV
total charge = 0
multiplicity = 3